{"formula": "C30H43As3NOPRh", "method": "the ωB97M-V functional and the def2-TZVPD basis", "mol_weight_da": 792.33, "e_homo_ha": [-0.552, -0.552], "charge": 3, "largest_force_ha_per_bohr": 0.0128, "symbols": ["Rh", "O", "N", "C", "C", "C", "C", "C", "C", "C", "P", "C", "C", "C", "C", "C", "C", "C", "C", "C", "C", "C", "C", "H", "H", "H", "H", "H", "H", "H", "H", "H", "H", "H", "H", "H", "H", "H", "H", "C", "As", "C", "C", "C", "C", "C", "As", "C", "C", "C", "As", "C", "C", "H", "H", "H", "H", "H", "H", "H", "H", "H", "H", "H", "H", "H", "H", "H", "H", "H", "H", "H", "H", "H", "H", "H", "H", "H", "H", "H"], "xyz": [[-0.17, -0.37, -0.75], [-2.14, -2.14, -0.28], [-0.85, -2.27, -0.77], [-0.45, -3.44, -1.07], [0.78, -3.80, -1.75], [0.94, -5.15, -2.08], [2.05, -5.58, -2.79], [3.02, -4.67, -3.17], [2.89, -3.33, -2.84], [1.77, -2.88, -2.14], [1.67, -1.14, -1.77], [3.29, -0.55, -1.32], [4.00, 0.33, -2.14], [5.31, 0.66, -1.82], [5.91, 0.12, -0.69], [5.21, -0.78, 0.11], [3.91, -1.12, -0.20], [0.86, -0.19, -3.05], [1.00, 1.21, -3.11], [0.44, 1.92, -4.16], [-0.29, 1.25, -5.13], [-0.49, -0.13, -5.05], [0.08, -0.85, -4.02], [-2.61, -2.99, -0.38], [-1.13, -4.27, -0.86], [0.18, -5.86, -1.78], [2.15, -6.63, -3.03], [3.89, -5.00, -3.72], [3.67, -2.63, -3.12], [3.56, 0.73, -3.05], [5.86, 1.34, -2.46], [6.93, 0.38, -0.45], [5.69, -1.22, 0.97], [3.39, -1.86, 0.40], [1.61, 1.73, -2.37], [0.59, 2.99, -4.23], [-0.71, 1.80, -5.96], [-1.07, -0.63, -5.82], [-0.03, -1.93, -4.00], [-1.48, -1.37, 2.51], [-0.17, -0.25, 1.64], [1.50, -1.00, 2.25], [-0.08, 1.53, 2.44], [-1.16, 2.60, 2.23], [-0.63, 3.87, 2.91], [-1.30, 2.96, 0.74], [-1.79, 1.56, -0.52], [-3.55, 0.83, -0.14], [-2.14, 2.56, -2.14], [-2.51, 2.17, 2.84], [-2.85, 2.55, 4.78], [-2.04, 0.95, 5.58], [-4.69, 1.87, 4.72], [-1.38, -1.20, 3.59], [-1.26, -2.41, 2.29], [-2.50, -1.13, 2.21], [1.48, -0.99, 3.34], [2.33, -0.40, 1.89], [1.59, -2.04, 1.91], [0.90, 1.90, 2.12], [0.00, 1.30, 3.51], [0.27, 4.24, 2.42], [-0.40, 3.69, 3.96], [-1.39, 4.66, 2.88], [-0.35, 3.35, 0.35], [-2.04, 3.76, 0.63], [-4.23, 1.65, 0.10], [-3.52, 0.12, 0.68], [-3.89, 0.33, -1.05], [-3.03, 3.15, -1.95], [-2.32, 1.89, -2.98], [-1.31, 3.23, -2.36], [-2.72, 1.12, 2.64], [-3.30, 2.75, 2.34], [-0.95, 0.98, 5.53], [-2.42, 0.03, 5.12], [-2.30, 0.93, 6.63], [-5.32, 2.56, 4.17], [-5.07, 1.82, 5.74], [-4.74, 0.87, 4.28]], "mulliken_charge": [-0.214, -0.251, 0.030, -0.034, 0.426, -1.051, -0.797, -0.793, -0.722, 0.264, 2.253, 0.782, -0.386, -0.836, -0.588, -0.880, -0.655, 0.534, -0.437, -1.190, -0.580, -0.817, -0.781, 0.322, 0.494, 0.465, 0.458, 0.477, 0.567, 0.531, 0.481, 0.451, 0.473, 0.685, 0.818, 0.560, 0.465, 0.513, 0.458, -1.300, 1.081, -1.456, -1.643, 1.725, -2.227, -1.656, 0.749, -1.223, -1.221, -1.008, 0.309, -0.983, -1.137, 0.430, 0.493, 0.240, 0.615, 0.386, 0.409, 0.666, 0.354, 0.526, 0.564, 0.464, 0.592, 0.660, 0.493, 0.144, 0.449, 0.536, 0.377, 0.387, -0.087, 0.737, 0.288, 0.222, 0.463, 0.355, 0.415, 0.313]}